ORCA calculation (ωB97M-V/def2-TZVPD) on a molecular structure, C40H33CrN6O3S2.

XYZ file:
```
85
C40H33CrN6O3S2 ωB97M-V/def2-TZVPD
Cr 1.282 -0.802 0.795
C 0.693 2.534 3.559
C 1.184 1.400 2.707
N 0.557 1.003 1.609
N -0.580 1.707 1.258
C -0.708 1.825 -0.055
O 0.037 1.353 -0.943
C -1.845 2.727 -0.472
C -1.887 3.165 -1.791
C -2.902 4.006 -2.224
C -3.895 4.411 -1.342
C -3.863 3.971 -0.023
C -2.841 3.139 0.410
C 2.398 0.749 3.006
C 3.251 1.092 4.087
C 4.458 0.477 4.236
C 4.857 -0.514 3.294
C 3.979 -0.845 2.295
N 2.773 -0.276 2.139
H -0.227 2.928 3.139
H 1.433 3.336 3.610
H 0.502 2.197 4.582
H -1.116 2.809 -2.464
H -2.924 4.339 -3.255
H -4.691 5.065 -1.679
H -4.637 4.280 0.669
H -2.797 2.791 1.434
H 2.933 1.859 4.782
H 5.110 0.747 5.058
H 5.810 -1.016 3.363
H 4.213 -1.624 1.579
C -5.434 1.381 -3.852
C -4.232 0.654 -3.311
C -4.004 0.593 -1.942
C -2.897 -0.066 -1.428
C -2.012 -0.690 -2.290
C -2.217 -0.634 -3.661
C -3.317 0.042 -4.164
S -0.643 -1.681 -1.735
O -1.039 -3.038 -2.037
O 0.542 -1.186 -2.374
N -0.504 -1.455 -0.138
C -1.394 -2.096 0.703
C -2.615 -2.666 0.377
C -3.444 -3.233 1.357
C -3.087 -3.278 2.675
C -1.832 -2.754 3.052
C -1.341 -2.817 4.373
C -0.090 -2.356 4.656
C 0.683 -1.803 3.621
N 0.238 -1.690 2.391
C -0.999 -2.169 2.075
H -5.535 2.361 -3.383
H -6.353 0.824 -3.653
H -5.357 1.523 -4.930
H -4.677 1.103 -1.263
H -2.711 -0.069 -0.363
H -1.511 -1.114 -4.327
H -3.468 0.096 -5.236
H -2.941 -2.689 -0.651
H -4.394 -3.649 1.043
H -3.729 -3.721 3.427
H -1.965 -3.252 5.145
H 0.327 -2.408 5.652
H 1.685 -1.452 3.814
C 2.857 2.078 -0.187
C 3.138 0.918 -1.086
C 3.856 1.169 -2.282
C 4.184 0.147 -3.110
C 3.871 -1.177 -2.738
C 4.250 -2.283 -3.531
C 3.963 -3.547 -3.104
C 3.309 -3.747 -1.878
C 2.916 -2.695 -1.081
S 2.155 -2.983 0.460
C 3.173 -1.366 -1.529
N 2.754 -0.302 -0.759
H 3.349 2.971 -0.572
H 3.227 1.876 0.819
H 1.786 2.248 -0.134
H 4.115 2.191 -2.519
H 4.707 0.325 -4.043
H 4.765 -2.103 -4.467
H 4.241 -4.405 -3.704
H 3.094 -4.753 -1.540
```

Summary:
Electronic energy   -3939.374155 hartree
Orbital gap (alpha / beta)   5.0 / 6.6 eV
Highest occupied orbital energy (alpha / beta)   -2.52 / -4.46 eV
Energy above the lowest of the compared OMol25 structures with the same formula, charge and spin   11.5 kcal per mole
<S²>   6.06
LUMO (alpha / beta)   0.0901 / 0.0802 Ha
Largest force on an atom   0.28 eV/A
Charge   -1
2S+1   5



ORCA calculation (ωB97M-V/def2-TZVPD) on a molecular structure, C40H33N7O7P2RuSTe.

XYZ file:
```
92
C40H33N7O7P2RuSTe ωB97M-V/def2-TZVPD
Ru 1.039 -0.956 -0.387
Te -2.948 0.469 -1.095
C -3.703 2.408 -1.035
C -2.968 3.477 -0.537
C -3.560 4.732 -0.567
N -4.782 4.953 -1.046
C -5.473 3.922 -1.518
C -4.982 2.622 -1.538
C -1.108 0.870 -0.241
P 0.253 0.978 -1.371
C -0.382 1.183 -3.035
C -0.736 2.465 -3.469
C -1.300 2.630 -4.723
C -1.498 1.526 -5.545
C -1.132 0.255 -5.122
C -0.574 0.078 -3.865
C 1.515 2.218 -1.084
C 1.719 2.820 0.157
C 2.912 3.482 0.406
C 3.910 3.516 -0.562
C 3.703 2.929 -1.804
C 2.500 2.294 -2.074
P -0.535 -0.157 1.105
C -1.919 -1.189 1.629
C -1.843 -2.577 1.593
C -2.935 -3.338 1.989
C -4.102 -2.716 2.412
C -4.177 -1.329 2.467
C -3.084 -0.564 2.089
C -0.046 0.803 2.539
C -0.610 2.043 2.829
C -0.225 2.716 3.979
C 0.713 2.150 4.834
C 1.270 0.910 4.548
C 0.893 0.235 3.398
H -1.968 3.346 -0.143
H -3.028 5.598 -0.191
H -6.464 4.138 -1.899
H -5.591 1.820 -1.938
H -0.560 3.326 -2.835
H -1.574 3.618 -5.065
H -1.927 1.661 -6.529
H -1.268 -0.595 -5.777
H -0.280 -0.909 -3.530
H 0.959 2.770 0.926
H 3.068 3.964 1.362
H 4.854 3.998 -0.342
H 4.458 2.993 -2.576
H 2.348 1.819 -3.037
H -0.927 -3.063 1.281
H -2.870 -4.418 1.980
H -4.948 -3.313 2.724
H -5.076 -0.847 2.826
H -3.126 0.516 2.188
H -1.338 2.486 2.158
H -0.659 3.679 4.211
H 1.008 2.678 5.731
H 1.992 0.465 5.219
H 1.319 -0.738 3.183
C -4.371 -4.307 -1.806
C -3.404 -3.446 -2.619
C -2.025 -3.426 -2.047
N -1.396 -2.365 -1.692
N -0.129 -2.622 -1.207
C 0.163 -3.914 -1.173
N 1.303 -4.409 -0.697
S -1.119 -4.896 -1.788
H -5.367 -4.266 -2.243
H -4.431 -3.958 -0.774
H -4.062 -5.353 -1.795
H -3.745 -2.410 -2.662
H -3.352 -3.806 -3.649
H 1.902 -3.808 -0.138
H 1.448 -5.403 -0.649
O 7.433 -0.579 3.810
N 7.119 -0.213 2.701
O 7.731 0.561 1.998
C 5.860 -0.755 2.156
C 5.088 -1.600 2.945
C 3.922 -2.080 2.417
C 3.419 -1.730 1.145
O 2.243 -2.157 0.797
C 4.275 -0.893 0.385
C 5.481 -0.410 0.888
N 3.976 -0.537 -0.987
O 2.895 -0.917 -1.515
O 4.776 0.081 -1.620
N 3.088 -2.977 3.231
O 2.771 -2.579 4.332
O 2.778 -4.039 2.738
H 5.406 -1.861 3.946
H 6.115 0.227 0.288
```

Summary:
Electronic energy   -3896.993033 hartree
Orbital gap (alpha / beta)   6.9 / 5.5 eV
Highest occupied orbital energy (alpha / beta)   -13.25 / -14.00 eV
Energy above the lowest of the compared OMol25 structures with the same formula, charge and spin   0.0 kcal per mole
<S²>   6.03
LUMO (alpha / beta)   -0.2323 / -0.3108 Ha
Largest force on an atom   0.32 eV/A
Charge   +2
2S+1   5



What did the first record say?
ORCA calculation (ωB97M-V/def2-TZVPD) on a molecular structure, C40H33CrN6O3S2.

XYZ file:
```
85
C40H33CrN6O3S2 ωB97M-V/def2-TZVPD
Cr 1.282 -0.802 0.795
C 0.693 2.534 3.559
C 1.184 1.400 2.707
N 0.557 1.003 1.609
N -0.580 1.707 1.258
C -0.708 1.825 -0.055
O 0.037 1.353 -0.943
C -1.845 2.727 -0.472
C -1.887 3.165 -1.791
C -2.902 4.006 -2.224
C -3.895 4.411 -1.342
C -3.863 3.971 -0.023
C -2.841 3.139 0.410
C 2.398 0.749 3.006
C 3.251 1.092 4.087
C 4.458 0.477 4.236
C 4.857 -0.514 3.294
C 3.979 -0.845 2.295
N 2.773 -0.276 2.139
H -0.227 2.928 3.139
H 1.433 3.336 3.610
H 0.502 2.197 4.582
H -1.116 2.809 -2.464
H -2.924 4.339 -3.255
H -4.691 5.065 -1.679
H -4.637 4.280 0.669
H -2.797 2.791 1.434
H 2.933 1.859 4.782
H 5.110 0.747 5.058
H 5.810 -1.016 3.363
H 4.213 -1.624 1.579
C -5.434 1.381 -3.852
C -4.232 0.654 -3.311
C -4.004 0.593 -1.942
C -2.897 -0.066 -1.428
C -2.012 -0.690 -2.290
C -2.217 -0.634 -3.661
C -3.317 0.042 -4.164
S -0.643 -1.681 -1.735
O -1.039 -3.038 -2.037
O 0.542 -1.186 -2.374
N -0.504 -1.455 -0.138
C -1.394 -2.096 0.703
C -2.615 -2.666 0.377
C -3.444 -3.233 1.357
C -3.087 -3.278 2.675
C -1.832 -2.754 3.052
C -1.341 -2.817 4.373
C -0.090 -2.356 4.656
C 0.683 -1.803 3.621
N 0.238 -1.690 2.391
C -0.999 -2.169 2.075
H -5.535 2.361 -3.383
H -6.353 0.824 -3.653
H -5.357 1.523 -4.930
H -4.677 1.103 -1.263
H -2.711 -0.069 -0.363
H -1.511 -1.114 -4.327
H -3.468 0.096 -5.236
H -2.941 -2.689 -0.651
H -4.394 -3.649 1.043
H -3.729 -3.721 3.427
H -1.965 -3.252 5.145
H 0.327 -2.408 5.652
H 1.685 -1.452 3.814
C 2.857 2.078 -0.187
C 3.138 0.918 -1.086
C 3.856 1.169 -2.282
C 4.184 0.147 -3.110
C 3.871 -1.177 -2.738
C 4.250 -2.283 -3.531
C 3.963 -3.547 -3.104
C 3.309 -3.747 -1.878
C 2.916 -2.695 -1.081
S 2.155 -2.983 0.460
C 3.173 -1.366 -1.529
N 2.754 -0.302 -0.759
H 3.349 2.971 -0.572
H 3.227 1.876 0.819
H 1.786 2.248 -0.134
H 4.115 2.191 -2.519
H 4.707 0.325 -4.043
H 4.765 -2.103 -4.467
H 4.241 -4.405 -3.704
H 3.094 -4.753 -1.540
```

Summary:
Electronic energy   -3939.374155 hartree
Orbital gap (alpha / beta)   5.0 / 6.6 eV
Highest occupied orbital energy (alpha / beta)   -2.52 / -4.46 eV
Energy above the lowest of the compared OMol25 structures with the same formula, charge and spin   11.5 kcal per mole
<S²>   6.06
LUMO (alpha / beta)   0.0901 / 0.0802 Ha
Largest force on an atom   0.28 eV/A
Charge   -1
2S+1   5



Repeat the first record exactly.
ORCA calculation (ωB97M-V/def2-TZVPD) on a molecular structure, C40H33CrN6O3S2.

XYZ file:
```
85
C40H33CrN6O3S2 ωB97M-V/def2-TZVPD
Cr 1.282 -0.802 0.795
C 0.693 2.534 3.559
C 1.184 1.400 2.707
N 0.557 1.003 1.609
N -0.580 1.707 1.258
C -0.708 1.825 -0.055
O 0.037 1.353 -0.943
C -1.845 2.727 -0.472
C -1.887 3.165 -1.791
C -2.902 4.006 -2.224
C -3.895 4.411 -1.342
C -3.863 3.971 -0.023
C -2.841 3.139 0.410
C 2.398 0.749 3.006
C 3.251 1.092 4.087
C 4.458 0.477 4.236
C 4.857 -0.514 3.294
C 3.979 -0.845 2.295
N 2.773 -0.276 2.139
H -0.227 2.928 3.139
H 1.433 3.336 3.610
H 0.502 2.197 4.582
H -1.116 2.809 -2.464
H -2.924 4.339 -3.255
H -4.691 5.065 -1.679
H -4.637 4.280 0.669
H -2.797 2.791 1.434
H 2.933 1.859 4.782
H 5.110 0.747 5.058
H 5.810 -1.016 3.363
H 4.213 -1.624 1.579
C -5.434 1.381 -3.852
C -4.232 0.654 -3.311
C -4.004 0.593 -1.942
C -2.897 -0.066 -1.428
C -2.012 -0.690 -2.290
C -2.217 -0.634 -3.661
C -3.317 0.042 -4.164
S -0.643 -1.681 -1.735
O -1.039 -3.038 -2.037
O 0.542 -1.186 -2.374
N -0.504 -1.455 -0.138
C -1.394 -2.096 0.703
C -2.615 -2.666 0.377
C -3.444 -3.233 1.357
C -3.087 -3.278 2.675
C -1.832 -2.754 3.052
C -1.341 -2.817 4.373
C -0.090 -2.356 4.656
C 0.683 -1.803 3.621
N 0.238 -1.690 2.391
C -0.999 -2.169 2.075
H -5.535 2.361 -3.383
H -6.353 0.824 -3.653
H -5.357 1.523 -4.930
H -4.677 1.103 -1.263
H -2.711 -0.069 -0.363
H -1.511 -1.114 -4.327
H -3.468 0.096 -5.236
H -2.941 -2.689 -0.651
H -4.394 -3.649 1.043
H -3.729 -3.721 3.427
H -1.965 -3.252 5.145
H 0.327 -2.408 5.652
H 1.685 -1.452 3.814
C 2.857 2.078 -0.187
C 3.138 0.918 -1.086
C 3.856 1.169 -2.282
C 4.184 0.147 -3.110
C 3.871 -1.177 -2.738
C 4.250 -2.283 -3.531
C 3.963 -3.547 -3.104
C 3.309 -3.747 -1.878
C 2.916 -2.695 -1.081
S 2.155 -2.983 0.460
C 3.173 -1.366 -1.529
N 2.754 -0.302 -0.759
H 3.349 2.971 -0.572
H 3.227 1.876 0.819
H 1.786 2.248 -0.134
H 4.115 2.191 -2.519
H 4.707 0.325 -4.043
H 4.765 -2.103 -4.467
H 4.241 -4.405 -3.704
H 3.094 -4.753 -1.540
```

Summary:
Electronic energy   -3939.374155 hartree
Orbital gap (alpha / beta)   5.0 / 6.6 eV
Highest occupied orbital energy (alpha / beta)   -2.52 / -4.46 eV
Energy above the lowest of the compared OMol25 structures with the same formula, charge and spin   11.5 kcal per mole
<S²>   6.06
LUMO (alpha / beta)   0.0901 / 0.0802 Ha
Largest force on an atom   0.28 eV/A
Charge   -1
2S+1   5